Record 1
Density functional theory data (the ωB97M-V functional and the def2-TZVPD basis) for 3 unconnected molecules or ions with the total composition C26H56N7O8P3 at a distorted geometry.

The geometry in XYZ format:
```
100
C26H56N7O8P3, DFT the ωB97M-V functional and the def2-TZVPD basis
C -3.14 -1.65 0.76
O -4.57 -1.46 0.73
C -4.95 -0.07 0.79
C -5.44 0.54 -0.62
C -5.83 2.10 -0.70
P -5.02 3.19 0.62
O -3.48 3.16 0.59
O -5.47 4.81 0.28
O -5.48 2.78 2.21
N -6.66 -0.32 -0.91
C -6.32 -1.42 -1.87
O -7.16 -2.31 -2.14
C -4.77 -1.29 -2.38
C -4.58 0.27 -1.95
C -3.16 0.96 -2.16
O -2.10 0.25 -1.48
C -0.93 1.05 -1.32
C -0.41 2.11 -2.31
C 0.90 2.92 -2.07
C 1.67 2.63 -0.76
C 1.17 1.60 0.28
C -0.13 0.81 0.02
H -2.79 -2.37 1.59
H -2.78 -2.15 -0.22
H -2.52 -0.70 0.87
H -5.88 -0.02 1.48
H -4.16 0.59 1.32
H -5.60 2.59 -1.71
H -6.97 2.21 -0.55
H -5.53 4.86 -0.71
H -4.68 2.95 2.76
H -7.14 0.32 -1.59
H -4.90 -1.50 -3.49
H -4.27 -2.08 -1.74
H -5.21 0.78 -2.79
H -2.93 1.10 -3.29
H -3.25 2.04 -1.75
H -1.02 2.30 -3.25
H 1.25 3.68 -2.83
H 2.63 3.21 -0.56
H 1.77 1.43 1.23
H -0.50 0.06 0.80
C -0.96 -8.09 1.23
N -2.01 -7.13 0.99
C -3.08 -7.30 1.96
P -2.48 -6.31 -0.43
O -2.33 -4.93 0.23
N -1.21 -6.00 -1.57
C 0.20 -6.17 -1.23
C -1.34 -4.70 -2.24
N -2.75 -7.88 -1.24
C -1.75 -8.72 -1.89
C -3.90 -7.76 -2.15
H -1.29 -9.12 1.02
H -0.65 -8.06 2.28
H -0.05 -7.89 0.68
H -3.71 -8.17 1.70
H -3.73 -6.42 1.99
H -2.70 -7.43 2.97
H 0.47 -5.66 -0.30
H 0.85 -5.79 -2.02
H 0.47 -7.23 -1.16
H -0.95 -3.88 -1.62
H -2.39 -4.48 -2.47
H -0.80 -4.70 -3.19
H -1.37 -8.28 -2.81
H -2.20 -9.69 -2.14
H -0.92 -8.96 -1.24
H -3.65 -7.18 -3.05
H -4.73 -7.26 -1.65
H -4.27 -8.75 -2.46
C 5.99 5.84 -0.57
N 5.34 5.48 0.67
C 3.94 5.89 0.63
P 5.96 5.23 2.23
O 5.37 3.81 2.32
N 7.59 4.66 2.31
C 8.30 4.15 1.14
C 7.81 3.69 3.40
N 6.61 6.90 2.24
C 7.86 7.35 1.66
C 6.50 7.46 3.59
H 6.09 6.93 -0.68
H 5.42 5.48 -1.43
H 6.97 5.39 -0.69
H 3.84 6.97 0.81
H 3.37 5.36 1.40
H 3.47 5.64 -0.32
H 7.71 3.40 0.59
H 9.26 3.70 1.42
H 8.58 4.96 0.46
H 7.49 2.68 3.12
H 7.26 3.98 4.30
H 8.87 3.65 3.67
H 8.74 6.99 2.21
H 7.89 8.45 1.68
H 7.97 7.09 0.61
H 7.24 7.02 4.27
H 5.51 7.25 4.01
H 6.62 8.54 3.59
```

Values from the calculation:
- Multiplicity: 1
- Energy above the lowest of the compared OMol25 structures with the same formula, charge and spin: 0.0 kJ/mol
- Net charge: 0
- Gap between HOMO and LUMO: 6.44 eV

Mulliken atomic charge list, values in e, 99 entries: atom 1 (C): 0.263, atom 2 (O): -0.400, atom 3 (C): -0.933, atom 4 (C): 1.549, atom 5 (C): -1.174, atom 6 (P): 0.927, atom 7 (O): -0.610, atom 8 (O): -0.572, atom 9 (O): -0.514, atom 10 (N): -0.615, atom 11 (C): 0.362, atom 12 (O): -0.613, atom 13 (C): -0.247, atom 14 (C): -0.403, atom 15 (C): -0.975, atom 16 (O): -0.099, atom 17 (C): 0.612, atom 18 (C): -0.248, atom 19 (C): -0.579, atom 20 (C): -0.318, atom 21 (C): -0.650, atom 22 (C): -0.218, atom 23 (H): 0.181, atom 24 (H): -0.265, atom 25 (H): -0.105, atom 26 (H): 0.342, atom 27 (H): 0.396, atom 28 (H): 0.502, atom 29 (H): 0.359, atom 30 (H): 0.343, atom 31 (H): 0.353, atom 32 (H): 0.398, atom 33 (H): 0.444, atom 34 (H): -0.202, atom 35 (H): 0.414, atom 36 (H): 0.319, atom 37 (H): 0.465, atom 38 (H): 0.195, atom 39 (H): 0.321, atom 40 (H): 0.371, atom 41 (H): 0.351, atom 42 (H): 0.248, atom 43 (C): -0.979, atom 44 (N): 0.306, atom 45 (C): -1.162, atom 46 (P): 0.848, atom 47 (O): -0.725, atom 48 (N): 0.207, atom 49 (C): -1.103, atom 50 (C): -1.199, atom 51 (N): -0.095, atom 52 (C): -0.917, atom 53 (C): -1.115, atom 54 (H): 0.338, atom 55 (H): 0.350, atom 56 (H): 0.220, atom 57 (H): 0.320, atom 58 (H): 0.288, atom 59 (H): 0.371, atom 60 (H): 0.288, atom 61 (H): 0.387, atom 62 (H): 0.292, atom 63 (H): 0.416, atom 64 (H): 0.297, atom 65 (H): 0.377, atom 66 (H): 0.341, atom 67 (H): 0.362, atom 68 (H): 0.244, atom 69 (H): 0.360, atom 70 (H): 0.353, atom 71 (H): 0.351, atom 72 (C): -1.013, atom 73 (N): 0.352, atom 74 (C): -1.297, atom 75 (P): 0.865, atom 76 (O): -0.764, atom 77 (N): 0.163, atom 78 (C): -1.108, atom 79 (C): -1.132, atom 80 (N): -0.044, atom 81 (C): -0.904, atom 82 (C): -1.100, atom 83 (H): 0.348, atom 84 (H): 0.342, atom 85 (H): 0.233, atom 86 (H): 0.249, atom 87 (H): 0.402, atom 88 (H): 0.384, atom 89 (H): 0.299, atom 90 (H): 0.391, atom 91 (H): 0.277, atom 92 (H): 0.354, atom 93 (H): 0.360, atom 94 (H): 0.353, atom 95 (H): 0.346, atom 96 (H): 0.358, atom 97 (H): 0.239, atom 98 (H): 0.368, atom 99 (H): 0.342

---

Record 2
Density functional theory data (the ωB97M-V functional and the def2-TZVPD basis) for a single C4H7NO2 molecule.

The geometry in XYZ format:
```
14
C4H7NO2, DFT the ωB97M-V functional and the def2-TZVPD basis
C -1.61 -0.96 -0.02
C -0.41 -0.26 -0.60
C -0.20 1.19 -0.09
N 1.19 1.24 0.37
C 1.60 0.04 0.28
O 2.80 -0.40 0.64
O 0.81 -0.93 -0.19
H -1.55 -0.98 1.07
H -1.69 -1.99 -0.39
H -2.52 -0.43 -0.30
H -0.43 -0.30 -1.70
H -0.88 1.42 0.75
H -0.38 1.94 -0.87
H 3.27 0.36 1.00
```

Values from the calculation:
- Multiplicity: 1
- Energy above the lowest of the compared OMol25 structures with the same formula, charge and spin: 68.4 kJ/mol
- Net charge: 0
- Gap between HOMO and LUMO: 10.25 eV

Table of Mulliken atomic charges, one value per atom, all in e: atom 1 (C): -1.393, atom 2 (C): 0.440, atom 3 (C): -0.452, atom 4 (N): -0.614, atom 5 (C): 0.628, atom 6 (O): -0.470, atom 7 (O): -0.384, atom 8 (H): 0.352, atom 9 (H): 0.338, atom 10 (H): 0.365, atom 11 (H): 0.260, atom 12 (H): 0.260, atom 13 (H): 0.300, atom 14 (H): 0.369

---

Record 3
Density functional theory data (the ωB97M-V functional and the def2-TZVPD basis) for a single C9H11ClN2O3 molecule at a distorted geometry.

The geometry in XYZ format:
```
26
C9H11ClN2O3, DFT the ωB97M-V functional and the def2-TZVPD basis
C -0.71 1.67 2.00
C -0.91 1.42 0.50
C -0.77 2.72 -0.36
C -2.29 0.77 0.23
O -2.07 -0.60 -0.03
C -0.75 -0.74 -0.27
N -0.19 -1.82 -0.74
C 1.19 -1.96 -0.79
C 1.80 -3.30 -1.15
O 0.75 -4.26 -1.22
C 2.00 -0.87 -0.43
Cl 3.75 -0.95 -0.32
C 1.35 0.37 -0.06
O 1.95 1.41 0.11
N 0.00 0.37 0.05
H 0.30 2.06 2.14
H -1.41 2.35 2.48
H -0.76 0.74 2.56
H -1.49 3.52 -0.04
H 0.20 3.19 -0.29
H -0.96 2.50 -1.43
H -2.93 0.80 1.11
H -2.87 1.31 -0.57
H 2.32 -3.24 -2.13
H 2.57 -3.66 -0.44
H -0.07 -3.81 -0.88
```

Values from the calculation:
- Multiplicity: 1
- Energy above the lowest of the compared OMol25 structures with the same formula, charge and spin: 0.0 kJ/mol
- Net charge: 0
- Gap between HOMO and LUMO: 9.24 eV

Table of Mulliken atomic charges, one value per atom, all in e: atom 1 (C): -1.678, atom 2 (C): 1.136, atom 3 (C): -1.636, atom 4 (C): -0.707, atom 5 (O): -0.362, atom 6 (C): 0.333, atom 7 (N): -0.747, atom 8 (C): 0.722, atom 9 (C): -0.480, atom 10 (O): -0.579, atom 11 (C): 0.014, atom 12 (Cl): -0.166, atom 13 (C): 0.685, atom 14 (O): -0.658, atom 15 (N): 0.116, atom 16 (H): 0.379, atom 17 (H): 0.407, atom 18 (H): 0.444, atom 19 (H): 0.391, atom 20 (H): 0.332, atom 21 (H): 0.440, atom 22 (H): 0.339, atom 23 (H): 0.286, atom 24 (H): 0.270, atom 25 (H): 0.295, atom 26 (H): 0.424

---

Record 4
Density functional theory data (the ωB97M-V functional and the def2-TZVPD basis) for 2 unconnected molecules or ions with the total composition C4H8I2 at a distorted geometry.

The geometry in XYZ format:
```
14
C4H8I2, DFT the ωB97M-V functional and the def2-TZVPD basis
C -0.79 0.57 0.96
C 1.04 -0.47 -0.19
C -1.01 0.47 -1.55
C -0.25 0.22 -0.33
I -1.57 -1.51 -2.44
I 2.29 3.32 -2.04
H -1.81 0.13 1.25
H -0.99 1.67 0.89
H -0.05 0.27 1.69
H 0.84 -1.40 0.47
H 1.69 0.19 0.31
H 1.51 -0.83 -1.00
H -1.95 0.85 -1.31
H -0.33 0.92 -2.31
```

Values from the calculation:
- Multiplicity: 1
- Energy above the lowest of the compared OMol25 structures with the same formula, charge and spin: 274.8 kJ/mol
- Net charge: 0
- Gap between HOMO and LUMO (spin up / spin down): 8.86 / 3.67 eV

Table of Mulliken atomic charges, one value per atom, all in e: atom 1 (C): -1.221, atom 2 (C): -1.540, atom 3 (C): -1.026, atom 4 (C): 0.900, atom 5 (I): -0.057, atom 6 (I): -0.022, atom 7 (H): 0.279, atom 8 (H): 0.292, atom 9 (H): 0.412, atom 10 (H): 0.346, atom 11 (H): 0.424, atom 12 (H): 0.418, atom 13 (H): 0.496, atom 14 (H): 0.298

---

Record 5
Density functional theory data (the ωB97M-V functional and the def2-TZVPD basis) for 2 unconnected molecules or ions with the total composition C9H14NO2S at a distorted geometry.

The geometry in XYZ format:
```
27
C9H14NO2S, DFT the ωB97M-V functional and the def2-TZVPD basis
S 1.80 2.55 -0.84
C 0.53 1.17 -0.73
C -1.07 1.53 -0.84
C -2.18 0.32 -0.73
C -1.59 -1.12 -0.10
N -0.08 -1.39 -0.06
C 0.97 -0.40 -0.57
C 2.46 -0.98 -0.93
C 3.64 -0.26 0.16
C 4.97 0.52 -0.64
O 5.06 -0.92 0.15
H 1.63 3.11 -2.13
H -1.49 2.61 -1.06
H -3.33 0.44 -1.02
H -2.35 -1.97 0.23
H 0.20 -2.35 0.30
H 2.52 -2.16 -0.77
H 2.78 -0.66 -2.03
H 3.20 0.27 1.21
H 5.70 1.20 -0.03
H 5.01 0.26 -1.78
C -4.53 -0.32 2.35
O -4.88 -0.65 1.02
H -3.68 -0.92 2.66
H -4.27 0.74 2.41
H -5.38 -0.54 3.01
H -5.64 -0.10 0.77
```

Values from the calculation:
- Multiplicity: 1
- Energy above the lowest of the compared OMol25 structures with the same formula, charge and spin: 1183.8 kJ/mol
- Net charge: +1
- Gap between HOMO and LUMO: 7.69 eV

Table of Mulliken atomic charges, one value per atom, all in e: atom 1 (S): -0.155, atom 2 (C): 0.138, atom 3 (C): -0.197, atom 4 (C): -0.369, atom 5 (C): -0.180, atom 6 (N): -0.143, atom 7 (C): 0.150, atom 8 (C): -0.531, atom 9 (C): 0.038, atom 10 (C): -0.402, atom 11 (O): -0.400, atom 12 (H): 0.218, atom 13 (H): 0.345, atom 14 (H): 0.308, atom 15 (H): 0.404, atom 16 (H): 0.325, atom 17 (H): 0.285, atom 18 (H): 0.319, atom 19 (H): 0.310, atom 20 (H): 0.286, atom 21 (H): 0.233, atom 22 (C): -0.560, atom 23 (O): -0.498, atom 24 (H): 0.208, atom 25 (H): 0.274, atom 26 (H): 0.297, atom 27 (H): 0.296

---

Record 6
Density functional theory data (the ωB97M-V functional and the def2-TZVPD basis) for 2 unconnected molecules or ions with the total composition C2H2ClP at a distorted geometry.

The geometry in XYZ format:
```
6
C2H2ClP, DFT the ωB97M-V functional and the def2-TZVPD basis
C 0.29 0.55 -0.08
C -0.12 -0.56 0.05
P -2.82 1.10 0.03
Cl -3.55 -0.73 -0.02
H 0.70 1.51 -0.21
H -0.52 -1.52 0.21
```

Values from the calculation:
- Multiplicity: 1
- Energy above the lowest of the compared OMol25 structures with the same formula, charge and spin: 268.4 kJ/mol
- Net charge: 0
- Gap between HOMO and LUMO (spin up / spin down): 6.95 / 6.95 eV

Table of Mulliken atomic charges, one value per atom, all in e: atom 1 (C): -0.483, atom 2 (C): -0.276, atom 3 (P): 0.127, atom 4 (Cl): -0.146, atom 5 (H): 0.372, atom 6 (H): 0.406